# 1
Density functional theory data (the ωB97M-V functional and the def2-TZVPD basis) for a cluster of 2 separate species, C3H7ClOPS2 in total at a distorted geometry.

XYZ file:
```
15
Properties=species:S:1:pos:R:3:forces:R:3:nbo_charge:R:1
C 0.553 -1.193 0.155 -1.615 3.803 2.066 -0.551
C -0.179 -0.764 -1.057 -1.668 -2.816 0.844 0.550
C 1.555 -0.156 0.652 1.901 -1.623 -1.477 -0.584
O -0.244 0.329 -1.566 0.136 1.787 -0.661 -0.558
P 0.549 2.065 -0.978 -0.178 -0.272 -0.038 0.788
S 0.825 1.412 1.000 -0.733 1.253 0.220 0.037
S -1.213 3.193 -0.933 1.300 0.253 -0.877 -0.172
Cl -2.864 -1.499 1.284 0.005 -0.017 0.337 -0.280
H -0.182 -1.361 1.012 0.438 -0.096 -1.463 0.297
H 1.065 -2.042 -0.015 1.412 -3.309 -0.768 0.262
H -2.653 -1.631 2.553 -0.097 0.029 -0.316 0.289
H -0.867 -1.554 -1.479 0.723 0.664 -0.013 0.194
H 2.031 -0.576 1.551 -0.241 0.598 -0.070 0.280
H 2.397 -0.158 -0.120 -0.869 0.621 0.982 0.246
H -0.774 3.935 -2.060 -0.514 -0.876 1.235 0.201
```
Forces are in eV/Å.

- calculated total energy (eV) = -48746.482
- multiplicity = 1
- LUMO energy (eV) = -4.44
- HOMO-LUMO gap (Eh) = 0.33507
- relative energy (zero: lowest compared OMol25 entry of this formula, charge and spin) (kcal/mol) = 20.9
- largest force on an atom (hartree/bohr) = 0.090
- total charge = +1



# 2
Density functional theory data (the ωB97M-V functional and the def2-TZVPD basis) for an isolated molecule of C3H7F2N at a distorted geometry.

XYZ file:
```
13
Properties=species:S:1:pos:R:3:forces:R:3:nbo_charge:R:1
C -0.661 1.371 0.207 1.076 1.544 -1.919 -0.662
C -0.424 -0.056 -0.037 0.883 0.645 0.118 0.670
F -0.380 -0.717 1.139 0.167 -0.801 1.126 -0.356
F -1.498 -0.524 -0.663 -0.966 -1.196 -1.487 -0.340
C 0.908 -0.262 -0.754 -1.980 -1.493 -2.732 -0.272
N 1.902 0.128 0.133 2.468 1.297 0.788 -0.843
H 0.127 1.743 0.851 -0.063 0.342 -0.098 0.242
H -1.619 1.506 0.618 -1.214 0.269 0.653 0.224
H -0.629 1.854 -0.840 -0.043 -0.327 1.774 0.209
H 0.831 0.311 -1.737 0.505 -0.230 1.466 0.205
H 0.995 -1.308 -1.122 -0.241 0.195 0.379 0.180
H 2.180 -0.556 0.813 -0.450 -0.422 0.202 0.374
H 2.772 0.407 -0.299 -0.143 0.176 -0.268 0.368
```
Forces are in eV/Å.

- calculated total energy (eV) = -10149.556
- multiplicity = 1
- LUMO energy (eV) = 0.98
- HOMO-LUMO gap (Eh) = 0.38980
- relative energy (zero: lowest compared OMol25 entry of this formula, charge and spin) (kcal/mol) = 11.2
- SMILES = CC(F)(F)CN
- largest force on an atom (hartree/bohr) = 0.072



# 3
Density functional theory data (the ωB97M-V functional and the def2-TZVPD basis) for the ion C3H7FI2P with charge +1 at a distorted geometry.

XYZ file:
```
14
Properties=species:S:1:pos:R:3:forces:R:3:nbo_charge:R:1
C 0.286 0.324 -1.595 -0.362 -0.399 -0.798 -0.686
C -0.974 -0.015 -0.687 0.502 0.112 -0.331 -0.358
I -1.901 -1.873 -1.439 -0.107 1.461 -1.684 0.177
C -0.643 -0.234 0.884 -0.889 0.820 -0.468 -0.765
I -1.059 -2.285 1.538 1.252 0.841 1.849 0.291
P 1.082 0.270 1.405 -1.325 1.592 1.511 1.400
F 1.040 1.875 1.899 0.400 -3.819 -1.366 -0.491
H 0.984 -0.569 -1.753 -0.981 1.104 0.428 0.235
H -0.118 0.576 -2.633 0.658 -0.239 1.452 0.277
H 0.902 1.210 -1.243 -0.880 -0.822 -0.272 0.212
H -1.769 0.792 -0.824 1.151 -1.161 0.442 0.264
H -1.380 0.415 1.472 1.280 -0.857 -0.521 0.312
H 1.450 -0.536 2.545 -0.209 0.915 -0.635 0.068
H 2.099 0.051 0.432 -0.491 0.451 0.392 0.063
```
Forces are in eV/Å.

- calculated total energy (eV) = -31423.143
- multiplicity = 1
- LUMO energy (eV) = -5.34
- HOMO-LUMO gap (Eh) = 0.24972
- largest force on an atom (hartree/bohr) = 0.079
- total charge = +1